C89H70BNO14S3 | ωB97M-V/def2-TZVPD

Results
SMILES = C[C@@H](CB(CCCSC(=S)N1CCOCC1)C[SH](=O)=O)OCc1ccccc1.O=C1c2ccccc2C(=O)c2ccccc21.O=C1c2ccccc2C(=O)c2ccccc21.O=C1c2ccccc2C(=O)c2ccccc21.O=C1c2ccccc2C(=O)c2ccccc21.O=C1c2ccccc2C(=O)c2ccccc21
Orbital gap = 7.75 eV
Max |F| = 0.04760 hartree/bohr
Total charge = 0
Energy = -156766.4310 eV
HOMO energy = -8.8 eV

The geometry in XYZ format:
```
178
Properties=species:S:1:pos:R:3:forces:R:3
C 4.097357 -9.635078 -8.672583 -0.1 0.0 0.0
H 1.336525 3.564211 -14.025189 0.0 -0.1 0.1
C 6.865357 3.554955 13.905055 -0.1 0.1 0.0
O 3.747112 -1.023282 -2.122402 0.0 0.9 0.2
C 5.521809 4.685048 15.545460 -0.1 0.1 -0.1
H -2.328224 2.809787 4.039134 0.0 0.0 -0.3
C 4.112846 5.928672 17.280867 -0.1 0.0 -0.1
C 3.347365 3.554391 6.562711 0.0 -0.1 0.0
C -2.893417 -4.573758 -4.412548 0.0 -0.1 -0.1
H -2.189772 6.591640 -12.334482 0.0 -0.1 0.1
C 5.289713 5.073657 16.962181 0.2 -0.1 0.2
C 3.842669 -0.495987 12.688867 0.0 0.0 0.0
C 4.135335 -5.833407 -5.486746 -0.1 0.0 0.0
O 2.645809 6.219412 14.001016 0.0 0.0 0.0
H -0.205598 -2.854054 0.624199 -0.2 0.2 -0.2
O 6.045554 4.708475 17.839619 0.0 0.0 0.0
C 4.623110 5.063124 14.543750 0.1 0.0 0.1
C 2.387933 -1.198579 10.905186 0.0 -0.1 0.1
O 1.049150 1.886610 -12.202257 0.0 0.0 0.0
H -1.000078 7.127620 -14.427908 0.0 0.0 0.0
C 2.173142 7.179556 16.583228 -0.1 0.1 0.1
C -9.608643 -5.104511 -7.689587 0.0 0.0 0.1
C -1.150597 0.699114 3.553784 0.5 -0.8 -0.7
C -0.748876 6.229140 -13.878736 0.0 0.0 0.0
C 2.826342 7.153056 18.898403 0.0 0.0 -0.1
H 2.235521 -9.994010 -9.682279 0.0 0.0 0.0
H 0.021493 3.335696 -4.622148 -0.1 -0.2 0.0
C 4.190111 0.634542 11.968751 0.1 -0.1 0.1
H -0.796356 -2.280758 -2.981791 0.0 0.4 0.1
C -3.266505 3.803805 -5.230838 0.0 -0.8 0.1
H -4.344803 0.302560 -3.559526 0.3 -0.3 0.1
H -2.128659 -4.336033 -3.684214 0.0 0.0 0.0
C 2.096008 -6.334150 -6.857611 -0.3 0.1 -0.1
C -7.299534 -5.110116 -7.027399 0.0 0.1 0.1
H 4.479247 4.129025 8.289067 0.0 -0.1 0.1
H -10.987288 -4.244770 -6.284013 0.0 0.0 0.0
C 0.248771 5.381558 -14.350265 -0.1 0.0 0.0
C 2.508370 2.597820 5.999297 0.0 0.1 0.1
C -2.822712 1.485961 -4.487994 -0.4 0.4 0.0
H -3.946495 0.008161 -1.256459 -0.1 -0.4 0.4
C 3.639568 0.852981 10.710981 -0.1 -0.1 -0.1
C 2.603507 1.313099 8.026688 0.1 0.1 0.1
C 2.172779 -4.458590 -5.233585 -0.1 0.2 0.1
H 2.657429 -2.286749 12.728886 0.0 0.0 0.0
C -1.997043 3.000674 -8.729689 -0.5 0.6 0.1
C -3.537247 -5.577277 -6.502121 0.2 0.0 0.0
H 1.158713 -4.210185 -5.519174 0.0 -0.1 -0.1
C -4.643161 0.961227 2.318518 0.0 -0.5 0.3
C -2.349965 2.593679 2.955134 -0.2 0.3 -0.3
C 2.133592 1.482465 6.730275 -0.1 0.0 -0.2
H 4.142319 4.950996 12.454868 0.0 0.0 0.1
H -8.020676 -5.910575 -8.881775 0.1 0.0 0.1
C -1.405469 3.270698 -9.955119 0.2 -0.2 -0.1
C -3.520464 0.582227 3.323155 -0.9 0.6 -0.7
H 0.778799 5.623704 -15.262575 0.0 0.0 0.0
H 2.307606 -2.895536 -3.782713 0.0 0.0 0.0
H -1.537634 -5.595059 -5.733461 0.0 0.0 0.0
O -2.651316 5.238830 -10.290276 0.0 0.0 0.0
C -0.453531 2.384863 -10.460943 -0.1 0.0 0.1
C 2.798306 -7.490951 -7.476724 0.1 0.0 0.0
C -0.108182 3.916880 -12.479785 -0.1 0.1 0.1
H 2.144120 2.723824 4.987821 0.0 0.0 0.0
C -5.887277 -5.492147 -7.308019 0.1 -0.2 -0.3
H -0.467445 0.099877 -7.958896 0.0 0.0 0.0
C 2.766866 -9.366278 -8.978353 0.1 0.0 0.0
C 4.778139 -5.091100 -4.501625 0.0 0.1 0.1
C -2.257118 -0.717441 -2.372919 0.8 -2.1 1.1
C 5.960239 3.915354 12.910046 0.3 0.1 0.2
C -5.186834 -4.489039 -5.119218 0.0 -0.1 -0.1
H 7.743622 2.973889 13.652493 0.0 0.0 0.0
H 6.129119 3.613658 11.890276 0.0 0.0 0.0
H -3.527910 -0.504143 3.426095 0.3 0.2 0.2
H -0.105160 0.826661 0.735675 0.3 -0.1 -0.1
H -10.376635 -5.350405 -8.411820 0.0 0.0 0.0
H -4.748199 2.290167 -4.999144 0.2 0.0 0.0
C 3.435830 5.900403 14.865886 -0.2 0.1 -0.3
H -2.145352 1.731822 -7.045959 0.1 -0.2 0.0
H 1.600135 -1.584678 1.460799 -0.1 0.4 0.0
C 0.626494 -1.079935 1.523052 -0.6 -0.4 0.1
C 4.007210 2.080045 9.956059 0.2 0.2 0.1
B -0.108745 -1.442489 -1.018546 -0.3 -0.5 -0.1
H -3.277766 -6.122142 -7.399896 -0.1 0.0 0.0
C -3.681407 2.512251 -4.917540 -0.5 0.0 0.1
H -9.235968 -3.662799 -4.647676 0.1 0.0 0.0
C 2.181869 0.117389 8.806719 -0.2 -0.2 -0.1
C 4.119197 -4.040266 -3.883563 0.0 0.0 0.0
H -1.383440 -1.559716 0.770461 0.2 0.0 0.0
C 3.240238 6.345086 16.273693 0.1 0.0 0.1
C -8.286455 -5.419755 -7.955096 -0.2 0.0 -0.1
O 2.625707 -2.885449 -1.158726 -1.0 -0.1 1.1
O 6.019518 -7.185604 -5.884737 0.0 0.0 0.0
H -1.480485 3.087249 2.515776 -0.2 -0.2 -0.1
C -4.202915 -4.182156 -4.189386 0.2 0.0 0.1
C -7.640727 -4.461636 -5.838651 0.0 -0.1 -0.1
H 1.086884 -8.084413 -8.626364 0.0 0.1 0.1
O -6.883348 -3.477415 -3.839607 0.0 0.0 0.0
H -1.820235 -2.710581 -1.633546 0.2 0.2 -0.1
C 2.934533 -1.408091 12.160559 0.0 0.1 0.0
C 4.127815 -7.772609 -7.155711 -0.1 0.1 0.0
O -5.591252 -6.052223 -8.343018 0.0 0.0 0.0
H -4.373042 3.401122 3.187661 0.3 0.1 0.0
H 0.252283 -1.319171 2.527389 0.2 0.1 -0.2
C -1.417772 5.929805 -12.703676 0.0 0.1 -0.1
C 4.776015 -8.840596 -7.763470 0.0 -0.2 -0.1
H -1.764510 0.239468 -2.133175 -0.4 0.1 -0.4
H 3.633006 4.428699 5.991676 0.0 0.0 0.0
C 3.823178 3.387721 7.852697 0.0 0.1 -0.1
H 4.563841 5.993598 19.376817 0.1 -0.1 -0.1
H 1.142294 8.242821 18.128940 0.0 0.0 0.0
H -3.702115 1.070908 4.295805 0.0 -0.5 -0.1
H 1.477631 0.741422 6.289527 0.0 0.0 0.1
H -4.019827 4.525844 -5.538454 0.3 0.0 0.0
C 2.120419 -8.294639 -8.385495 -0.1 -0.1 -0.1
H 4.892215 1.346146 12.383137 0.0 0.1 -0.1
C -2.560624 -5.279881 -5.564934 0.0 0.0 0.1
H -0.758486 1.021970 -4.033524 -0.1 0.1 -0.2
H 5.791535 -5.338468 -4.215278 0.0 -0.1 -0.1
S 2.739010 -1.452781 -1.185820 1.4 -0.4 -1.9
C 4.842456 4.667910 13.229668 0.0 -0.1 -0.1
C 4.859851 -6.948250 -6.153747 0.3 0.0 0.1
C 2.745746 -0.074568 10.171506 0.1 0.1 0.0
O -4.371951 2.144009 1.590399 0.5 -0.2 -0.2
C -0.125890 1.238469 -9.741205 0.0 -0.1 0.2
H 1.136483 -0.878616 -2.750089 0.4 -0.1 0.2
C -3.470277 0.135064 -4.206226 0.0 0.4 -0.9
C -3.476226 -0.970974 -1.438950 0.0 1.5 -1.0
C -1.672436 1.880832 -8.007497 0.3 -0.3 0.0
C 3.895151 6.326719 18.594395 -0.1 0.1 0.2
C 1.970142 7.587066 17.891081 0.1 0.0 0.0
H -4.761498 0.133418 1.607246 0.1 0.4 -0.1
H 3.134082 -0.951845 0.024010 -0.6 -0.1 -0.1
H 1.685731 -1.910733 10.492870 0.0 0.1 -0.1
C 0.707990 0.460586 1.377635 -0.8 -0.6 0.3
O -2.581043 -0.858135 -3.749938 -0.1 0.6 0.5
S 0.476091 1.276104 3.007062 0.3 0.3 0.0
H -4.214406 -1.565479 -1.990471 0.3 -0.2 0.3
H -1.537148 5.075027 -5.401972 0.1 -0.2 0.1
C -1.032293 3.076486 -4.707800 -0.2 0.0 0.0
C -0.730852 0.989059 -8.518437 0.0 0.0 0.0
H -3.538505 3.980693 1.733569 0.0 -0.2 0.1
C -4.851194 -5.179006 -6.286925 0.0 0.0 0.1
H 7.347377 3.650937 15.991809 -0.1 0.1 0.1
H -3.174105 -1.433398 -0.498987 -0.2 0.1 -0.1
H 1.504397 7.512819 15.800881 0.1 -0.1 -0.1
H 1.681877 0.768625 0.981207 -0.3 0.3 0.2
O 1.401956 -0.685969 8.339329 0.0 0.0 0.0
C -0.330626 -1.761338 0.511472 0.6 0.5 -0.1
S -1.179576 -0.275456 4.855140 -0.1 0.1 0.0
H 4.614801 -3.467565 -3.111407 0.0 0.0 0.0
C 1.186363 -0.733754 -1.660504 -0.8 0.0 0.4
C 2.819465 -3.719450 -4.258239 0.0 -0.1 -0.1
C 2.821107 -5.524500 -5.843392 0.1 -0.1 0.0
C 0.230019 2.661322 -11.752624 0.3 -0.2 -0.1
O 4.743835 2.912736 10.449850 -0.2 -0.1 -0.3
C 0.564325 4.225703 -13.655729 0.1 0.1 -0.2
C -1.223581 -1.881774 -2.047754 -0.5 -0.1 -0.2
H -2.729753 3.686301 -8.323284 0.0 0.1 -0.2
H 4.277626 -0.667703 13.665178 0.0 0.0 0.0
H -5.606545 1.045037 2.853254 0.3 0.1 0.0
H 4.603147 -10.469040 -9.142276 0.0 0.0 0.0
C -1.471824 1.769871 -4.373308 0.2 1.1 -0.3
C 6.644751 3.934752 15.219451 0.1 -0.1 -0.1
C -9.951714 -4.479308 -6.494836 0.1 0.0 0.0
O 0.952392 -6.062874 -7.169318 0.0 0.0 0.0
C -1.791690 4.491274 -10.710919 -0.3 0.2 0.1
H 2.660801 7.465566 19.921588 0.0 0.0 0.0
C -3.688315 3.105388 2.372644 -0.6 0.1 0.2
C -1.907672 4.086195 -5.143778 0.3 -0.5 0.3
N -2.254620 1.111103 2.796285 0.5 0.2 1.3
H -3.869832 -0.223589 -5.167088 0.1 -0.1 0.3
C -1.093352 4.779864 -11.994206 0.1 -0.1 0.0
H 1.145771 0.356204 -1.506698 0.4 -0.2 0.2
C -6.593545 -4.089789 -4.848605 -0.1 0.2 0.3
C -8.969783 -4.153520 -5.574330 -0.2 0.0 0.0
C 3.461364 2.263618 8.585618 -0.1 -0.1 0.0
H -4.455343 -3.641254 -3.287366 -0.2 0.0 -0.1
H 0.606503 0.546083 -10.134296 0.0 0.1 -0.1
H 5.809064 -9.052606 -7.522336 0.0 0.1 0.1
```
Forces are in eV/Å.